The following is a quantum chemistry calculation of an isolated molecule of C21H23N3O2S at a distorted geometry, from OMol25.

```
50
Properties=species:S:1:pos:R:3:forces:R:3
C -1.3051 -2.6249 -2.4350 -0.63 -0.87 -0.06
C 0.6043 2.9209 3.9130 0.62 -1.33 -0.62
C 0.0249 -0.9122 -0.0190 0.55 -2.62 -0.95
C -3.6385 -0.8491 0.0463 0.39 -0.48 -0.12
H -3.9869 2.4935 -0.9736 -0.15 -0.30 0.12
H 0.4981 2.6330 1.1031 0.07 0.05 0.02
C -0.0642 -2.6893 -4.5334 -0.69 0.33 0.23
C -0.1080 -2.8199 -3.1250 0.02 0.34 -0.60
H -1.5683 1.4861 -1.1543 -0.90 -0.38 0.31
H 4.2026 1.0877 3.9738 -0.28 -0.38 0.40
N 1.8732 2.3303 3.3949 0.08 0.72 0.85
H -0.2878 2.6771 3.2836 0.42 0.33 0.32
C -2.4877 -2.3896 -3.1262 0.22 0.68 -0.53
C -1.2548 -2.3548 -5.2420 0.32 -0.55 1.23
H 4.5320 2.7816 2.6470 -0.30 -0.32 -0.51
C 1.4896 2.1913 0.9582 0.26 0.25 0.88
C 1.0574 0.2497 2.4940 1.66 -1.02 -0.41
H 1.9031 0.4586 4.4354 0.24 0.40 -0.13
C -2.3916 -0.4606 -0.3618 -1.05 1.36 -0.26
H 0.3755 2.5394 4.9446 0.48 0.39 -0.90
H 4.0272 -0.0724 2.6785 -0.33 -0.12 -0.13
C -1.4202 -2.7179 -0.9259 -0.02 0.13 -0.68
H -3.8116 -1.8578 0.3544 -0.56 -0.25 0.31
H 1.8276 2.4970 -0.0116 0.26 0.06 -0.73
H 2.2271 0.1882 0.6273 -0.57 -0.08 0.29
H 1.1172 -0.8423 2.4758 -0.07 -0.07 0.35
H -2.4177 -3.1190 -0.6429 0.68 0.48 -0.16
H -3.3600 -1.9037 -5.0493 0.49 -0.38 0.38
C -1.2343 -2.2854 -6.6935 0.15 0.03 -0.22
H -0.6755 -3.4565 -0.6007 -0.02 0.88 0.60
H 0.7789 -3.0305 -2.5235 -0.09 0.04 -0.42
H 2.4959 3.8440 2.0307 -0.08 -0.16 -0.10
C -2.4525 -2.2096 -4.5000 -0.23 0.31 -1.16
H 0.8659 -2.7939 -5.1015 -0.34 -0.09 0.37
C 2.4357 2.7519 2.0733 -1.17 -0.89 0.80
H 0.7819 3.9920 3.9273 -0.34 0.14 0.15
C 2.1122 0.8781 3.4370 -1.03 0.38 0.36
H -3.4091 -2.2304 -2.5632 0.18 -0.13 -0.30
C 1.3245 0.6695 1.0494 1.16 1.49 1.05
N -1.1614 -2.2770 -7.8482 -0.14 0.06 0.95
O 0.1850 0.3730 0.2965 -1.72 -0.83 -1.14
H 0.0648 0.5257 2.8553 0.04 0.16 -0.28
C -2.4598 0.9365 -0.7875 0.04 0.02 -0.23
N -1.2609 -1.3205 -0.4271 0.88 0.64 1.17
C 3.8183 2.0903 2.1621 0.09 -0.56 -0.06
C 3.6129 0.8444 3.0944 -0.05 0.73 -0.31
O 0.9416 -1.7435 -0.0232 -1.10 1.37 0.17
S -4.8974 0.3272 -0.0875 1.51 0.17 -0.39
C -3.7326 1.4729 -0.7074 1.10 -0.66 0.17
H 4.2087 1.7211 1.2076 -0.02 0.54 -0.06
```
Positions in Å, forces in eV/Å.

Summary:
SMILES string	CN1[C@@H]2CC[C@H]1C[C@H](OC(=O)N(Cc1ccc(C#N)cc1)c1ccsc1)C2
relative energy (zero: lowest compared OMol25 entry of this formula, charge and spin)	59.3	kcal per mole
gap between HOMO and LUMO	8.6	eV
E_tot	-1526.9371	Ha
LUMO	0.347	eV
HOMO	-8.22	eV

The following is a quantum chemistry calculation of an isolated molecule of C21H23N3O2S at a distorted geometry, from OMol25.

```
50
Properties=species:S:1:pos:R:3:forces:R:3
C -1.0865 -2.9038 1.4856 0.00 0.00 -0.10
H -2.3823 -5.3881 1.2742 -0.04 -0.09 0.02
C -2.1729 1.9314 2.2080 0.25 0.18 0.31
O -3.0638 1.3378 1.2822 -0.09 -0.17 -0.17
C -0.1524 -1.8894 -2.5802 0.01 0.03 -0.03
C 6.7837 0.0123 0.8077 -0.25 -0.18 0.04
C -2.6688 1.3514 -1.1107 -0.32 0.17 0.18
N 1.1321 -0.5936 -0.3181 -0.07 0.62 -0.32
C -1.7733 -3.5180 0.4438 0.04 0.04 0.00
H -2.5277 1.6899 3.2116 0.07 0.01 -0.03
H -1.3057 -3.1771 2.5067 -0.02 -0.03 0.13
H -1.1601 1.5182 2.0818 -0.07 0.03 0.03
H -3.2733 -4.9179 -0.1781 -0.06 -0.06 -0.03
S 5.2990 -0.8468 0.9212 0.09 0.52 -0.28
H -4.2115 2.4026 -0.0330 0.13 -0.01 -0.01
C 6.6583 1.1716 0.1100 0.27 -0.13 0.15
C 1.0050 0.5945 -0.9755 0.81 0.16 0.02
C 2.2582 1.1758 -0.9755 -0.33 -0.34 0.05
H -3.3790 0.5457 -1.3209 0.02 0.09 -0.06
C -1.4565 -3.1684 -0.8609 0.02 0.06 0.14
C -3.1525 2.1498 0.1118 -0.03 0.14 -0.53
C -0.2450 1.1899 -1.4865 -0.53 -0.09 0.12
C -2.8201 -4.5474 0.7374 0.00 -0.01 0.03
H -2.7861 4.3012 -0.0234 0.01 0.03 -0.07
H -0.6678 -0.9864 -2.9074 -0.01 0.04 -0.08
C 0.1528 -1.5860 -0.0917 -0.40 -0.73 0.17
H -3.0546 3.8965 2.3462 0.01 0.02 0.06
C 4.4850 0.3830 0.0082 0.80 -0.19 0.32
H 7.6632 -0.3946 1.2656 0.21 -0.05 0.08
H -1.2825 3.9284 2.2427 0.02 0.05 0.05
H -1.9664 -3.6600 -1.6773 -0.06 -0.06 -0.10
H -1.3229 0.1706 -0.0532 0.11 0.03 -0.06
H 7.4723 1.8503 -0.0725 0.15 0.08 -0.01
H -2.5830 2.0068 -1.9796 -0.09 -0.09 0.05
H -3.6008 -4.1226 1.3668 -0.09 -0.03 0.02
C -2.1810 3.4252 1.8947 -0.07 -0.22 -0.04
H 0.4156 -1.4697 2.0220 0.06 0.07 0.07
H 0.9171 -1.7216 -2.6936 0.05 0.02 -0.07
N 2.3751 -0.7908 0.0999 0.73 -0.34 0.28
H -0.4503 -2.7037 -3.2358 -0.01 -0.03 -0.05
C -0.4922 -2.2151 -1.1591 0.23 0.13 0.13
C 5.3441 1.3867 -0.3484 -0.45 -0.27 0.04
C -0.1287 -1.9469 1.2211 0.04 0.13 -0.13
C 3.0846 0.2665 -0.2835 -1.12 0.05 -0.27
C -2.3105 3.4078 0.3733 -0.07 -0.18 0.12
N -1.3722 0.7804 -0.8551 -0.08 0.05 0.18
O -0.2511 2.0065 -2.3890 0.22 0.14 -0.09
H 5.0440 2.2458 -0.9206 -0.10 0.15 -0.12
H 2.5211 2.1206 -1.4017 -0.01 0.23 -0.12
H -1.3297 3.3007 -0.0916 0.02 0.03 -0.04
```
Positions in Å, forces in eV/Å.

Summary:
SMILES string	Cc1ccc(-n2nc(-c3cccs3)cc2C(=O)NC[C@@H]2CCCO2)c(C)c1
relative energy (zero: lowest compared OMol25 entry of this formula, charge and spin)	31.4	kcal per mole
gap between HOMO and LUMO	8.8	eV
E_tot	-1526.9815	Ha
LUMO	0.725	eV
HOMO	-8.05	eV

The following is a quantum chemistry calculation of an isolated molecule of C21H23N3O3S, from OMol25.

```
51
Properties=species:S:1:pos:R:3:forces:R:3
C 0.3264 -3.1545 0.0526 -0.05 -0.25 -0.16
O 3.4281 -4.6622 -0.4200 -0.18 -0.22 -0.13
C 0.8968 -3.7898 -1.2217 0.03 0.02 0.21
C 5.7997 -5.2193 -0.3139 -0.40 0.11 0.04
H -0.9129 -1.4555 -1.9723 -0.07 0.00 0.07
C -4.1871 5.2885 1.3599 0.13 -0.14 -0.13
H 4.5929 -4.3512 1.2526 -0.06 -0.18 -0.08
H -0.5995 -3.6572 0.3431 0.07 -0.01 0.06
S -3.4680 2.7419 -2.5792 0.07 0.02 0.30
H 1.2857 -1.3639 -2.5981 0.02 -0.02 -0.06
H 1.0480 -3.2773 0.8670 -0.03 -0.09 0.06
C -2.6399 1.8037 -1.3733 0.02 -0.18 -0.28
O 4.0487 -2.5226 -0.1796 0.13 0.05 0.09
C -1.7925 5.0714 1.4254 -0.10 0.14 -0.01
H 6.1104 -4.2502 -0.6967 0.07 0.04 -0.01
C 3.3180 -3.3504 -0.6575 -0.13 0.14 -0.25
N -2.1965 0.6125 -1.6050 -0.13 -0.13 -0.53
C -2.0169 1.8242 0.9705 -0.02 -0.16 0.09
C -4.1295 6.2093 2.3900 -0.01 0.14 0.10
H 1.1005 -4.8467 -1.0517 -0.08 -0.01 -0.06
C -1.5980 -0.0280 -0.5726 -0.11 0.38 0.35
H 2.8737 -1.0355 -1.8914 -0.04 0.04 -0.07
H 1.9822 -1.1169 0.3680 0.00 0.10 -0.03
H 4.1606 -6.0416 0.8465 0.01 0.14 -0.02
H 5.6836 -5.9088 -1.1467 0.04 -0.08 -0.06
H 2.5223 -3.4523 -2.5982 0.01 0.01 0.10
C 2.1836 -3.0632 -1.6293 -0.04 0.06 -0.12
C -1.7423 5.9936 2.4526 0.13 -0.03 -0.08
H -0.7886 6.2683 2.8774 0.08 0.03 0.03
C -1.0875 -1.4059 -0.8869 0.17 -0.10 0.07
C 4.4869 -5.0807 0.4429 0.47 0.00 0.29
H -4.1055 4.9545 -1.7278 -0.03 0.26 0.05
H -0.8822 4.6316 1.0466 0.07 -0.07 0.00
N -2.5401 2.4813 -0.1926 0.18 -0.38 -0.12
H 0.1679 -3.7062 -2.0305 0.00 -0.03 -0.04
C -2.9085 6.5612 2.9389 -0.12 0.04 0.05
C -1.5019 0.5249 0.6703 0.10 -0.22 -0.12
H -5.1384 5.0018 0.9359 -0.08 -0.05 -0.02
C 1.2713 -1.0257 -0.4571 0.20 0.15 -0.15
C -3.0870 3.7570 -0.2373 -0.52 0.67 -0.44
H -1.0477 -0.0248 1.4769 0.07 -0.02 0.08
C 1.9292 -1.5577 -1.7379 0.06 -0.04 0.23
C -3.6350 4.0385 -1.4358 0.17 -0.38 0.15
N 0.0648 -1.7363 -0.0739 -0.26 -0.01 0.10
H 1.0249 0.0311 -0.5778 0.09 0.01 0.07
H -2.8652 7.2766 3.7467 0.00 0.05 0.07
C -3.0193 4.7057 0.8803 -0.02 0.25 0.20
H -5.0409 6.6493 2.7670 -0.07 0.04 0.03
H 6.5679 -5.5959 0.3553 0.11 -0.05 0.06
O -2.0560 2.3699 2.0509 0.01 -0.05 0.11
H -1.8874 -2.1164 -0.6527 0.02 0.00 -0.08
```
Positions in Å, forces in eV/Å.

Summary:
SMILES string	CCOC(=O)C1CCN(Cc2cc(=O)n3c(-c4ccccc4)csc3n2)CC1
relative energy (zero: lowest compared OMol25 entry of this formula, charge and spin)	19.7	kcal per mole
gap between HOMO and LUMO	8.6	eV
E_tot	-1602.2411	Ha
LUMO	0.498	eV
HOMO	-8.15	eV